Record 1
Entry from the OMol25 dataset: a cluster of 14 separate species, C28H84N4O14 in total at a distorted geometry (ωB97M-V/def2-TZVPD).

Structure (ORCA input):
```
! RIJCOSX wB97M-V def2-TZVPD def2/J DEFGRID3
* xyz 0 1
C -2.093 -4.087 -2.467
O -0.839 -3.639 -2.011
H -2.155 -5.107 -2.929
H -2.493 -3.313 -3.169
H -2.751 -4.057 -1.567
H -0.717 -2.731 -2.404
C -1.546 -3.245 2.014
O -1.115 -3.590 3.281
H -0.841 -3.491 1.173
H -1.631 -2.163 1.927
H -2.487 -3.748 1.725
H -1.920 -3.337 3.785
C 0.036 0.070 0.047
O 0.548 -1.112 -0.551
H -0.155 -0.052 1.106
H -0.928 0.184 -0.283
H 0.539 1.035 -0.140
H 0.409 -0.991 -1.555
C 1.403 1.853 -3.067
O 1.583 3.203 -3.317
H 0.792 1.464 -3.925
H 1.016 1.774 -2.026
H 2.347 1.477 -3.021
H 0.836 3.439 -3.772
C 2.607 3.629 0.227
O 2.956 3.781 -1.112
H 3.568 3.379 0.902
H 1.974 2.782 0.238
H 2.078 4.455 0.607
H 2.241 3.570 -1.798
C 2.308 -4.368 -0.416
O 2.333 -5.466 -1.200
N 1.167 -3.827 -0.195
N 3.117 -4.108 0.565
H 0.493 -4.030 -0.962
H 1.098 -2.823 -0.215
H 3.824 -4.943 0.521
H 3.696 -3.413 0.183
C 1.581 2.978 3.457
O 1.362 1.974 2.579
N 0.621 3.804 3.760
N 2.643 3.241 4.033
H -0.313 3.733 3.332
H 0.766 4.709 4.281
H 3.448 2.627 3.874
H 2.700 3.887 4.857
C 3.566 0.254 0.201
C 4.273 0.518 -1.156
C 5.791 0.171 -1.039
O 3.941 -0.171 -2.137
H 4.062 -0.661 0.557
H 2.521 0.133 -0.028
H 3.811 1.067 0.829
H 4.207 1.558 -1.282
H 6.067 -0.866 -0.780
H 6.107 0.753 -0.257
H 6.261 0.458 -1.932
H 4.192 0.359 -2.929
C 1.628 -2.345 -3.384
C 0.480 -1.459 -3.899
C -0.015 -2.158 -5.167
O -0.511 -1.341 -3.200
H 1.547 -3.407 -3.411
H 2.170 -1.980 -2.470
H 2.382 -2.179 -4.137
H 0.967 -0.486 -4.192
H -0.392 -3.120 -4.976
H 0.707 -2.187 -5.988
H -0.803 -1.492 -5.555
H -1.052 -0.682 -3.687
C -3.519 0.037 -3.856
C -2.490 1.150 -3.912
C -2.049 1.799 -2.616
O -1.523 0.820 -4.590
H -3.721 -0.432 -4.828
H -4.409 0.599 -3.492
H -3.190 -0.783 -3.153
H -2.906 1.958 -4.494
H -3.042 2.145 -2.196
H -1.445 2.622 -2.827
H -1.497 1.211 -1.861
H -1.615 1.223 -5.439
C -0.549 4.142 -0.475
C -2.051 3.992 -0.020
C -1.913 2.878 0.906
O -2.654 4.882 0.614
H -0.274 3.278 -1.023
H 0.108 4.337 0.338
H -0.402 5.033 -1.159
H -2.669 3.818 -0.849
H -1.188 3.141 1.708
H -1.537 1.885 0.511
H -2.833 2.680 1.420
H -2.724 5.623 0.009
C 1.197 -1.257 3.623
C 1.955 -2.094 2.680
C 3.445 -1.898 2.902
O 1.692 -3.272 2.649
H 0.124 -1.386 3.324
H 1.465 -0.162 3.568
H 1.393 -1.566 4.627
H 1.647 -1.824 1.666
H 3.889 -2.314 3.751
H 3.618 -0.831 2.825
H 4.167 -2.303 2.158
H 2.331 -3.569 1.991
C -2.732 0.103 5.833
C -2.561 0.171 4.323
C -1.325 0.916 4.071
O -2.617 -1.024 3.818
H -1.932 -0.351 6.440
H -3.549 -0.543 6.113
H -3.011 1.065 6.258
H -3.479 0.699 4.097
H -1.195 1.121 3.078
H -0.406 0.411 4.525
H -1.125 1.880 4.572
H -3.183 -0.931 3.012
C -2.946 -1.208 -0.272
C -3.568 -0.342 0.805
C -4.527 0.585 0.063
O -4.165 -1.006 1.686
H -2.662 -0.446 -1.006
H -3.621 -1.925 -0.697
H -2.099 -1.875 0.047
H -2.930 0.298 1.492
H -5.122 1.055 0.840
H -5.172 -0.012 -0.552
H -4.023 1.312 -0.580
H -4.840 -1.644 1.257
*
```

LUMO level	-0.4	eV
relative energy (zero: lowest compared OMol25 entry of this formula, charge and spin)	1480.9	kJ/mol
Kohn-Sham gap	7.24	eV
highest occupied orbital energy	-7.69	eV


Record 2
Entry from the OMol25 dataset: a cluster of 12 separate species, C28H84N4O16 in total at a distorted geometry (ωB97M-V/def2-TZVPD).

Structure (ORCA input):
```
! RIJCOSX wB97M-V def2-TZVPD def2/J DEFGRID3
* xyz 0 1
C -3.359 -4.883 -4.156
O -4.637 -4.849 -3.489
C -5.070 -3.615 -2.934
C -6.480 -3.774 -2.343
C -6.542 -4.684 -1.092
N -7.421 -4.261 -3.352
H -2.524 -4.560 -3.534
H -3.303 -4.188 -4.994
H -3.245 -5.918 -4.480
H -4.414 -3.116 -2.221
H -5.160 -2.844 -3.699
H -6.788 -2.788 -1.993
H -7.608 -4.773 -0.880
H -6.135 -4.197 -0.206
H -6.115 -5.683 -1.179
H -7.218 -5.247 -3.433
H -7.077 -3.833 -4.200
C -2.830 4.658 -0.180
O -4.061 4.029 -0.266
C -4.702 4.383 -1.534
C -6.181 4.129 -1.470
C -6.506 2.641 -1.406
N -6.952 4.620 -2.650
H -2.437 4.190 0.722
H -2.878 5.734 -0.014
H -2.154 4.387 -0.992
H -4.492 5.420 -1.797
H -4.186 3.802 -2.298
H -6.508 4.691 -0.595
H -7.575 2.438 -1.462
H -6.040 2.224 -0.512
H -6.029 2.008 -2.153
H -7.955 4.537 -2.564
H -6.737 5.601 -2.759
C 9.065 6.853 3.898
O 8.110 5.786 3.678
C 7.003 5.877 4.543
C 5.869 4.812 4.213
C 5.343 4.954 2.767
N 4.757 4.904 5.176
H 9.345 6.808 4.950
H 8.585 7.825 3.785
H 9.866 6.698 3.176
H 7.323 5.658 5.562
H 6.490 6.838 4.555
H 6.350 3.846 4.368
H 6.010 4.393 2.112
H 5.274 5.993 2.445
H 4.297 4.676 2.645
H 4.284 5.794 5.101
H 5.229 4.891 6.069
C 2.279 -5.716 -1.873
O 1.238 -6.645 -1.812
C 0.439 -6.527 -0.607
C -0.642 -7.630 -0.695
C -1.834 -7.510 0.244
N -0.015 -8.887 -0.586
H 2.812 -5.925 -2.801
H 2.938 -5.733 -1.005
H 1.851 -4.714 -1.909
H 1.118 -6.644 0.238
H -0.041 -5.550 -0.662
H -1.154 -7.378 -1.623
H -2.710 -8.099 -0.024
H -2.223 -6.493 0.199
H -1.513 -7.723 1.264
H -0.738 -9.562 -0.790
H 0.636 -8.975 -1.353
O -2.198 1.503 -5.629
C -1.613 0.980 -6.829
C -1.087 2.284 -7.544
O -1.972 3.205 -8.138
H -2.990 1.977 -5.893
H -0.788 0.282 -6.691
H -2.407 0.554 -7.443
H -0.394 2.014 -8.340
H -0.526 2.884 -6.827
H -2.663 3.335 -7.484
O 5.665 -3.827 6.994
C 5.922 -2.542 6.592
C 4.763 -1.913 5.733
O 4.675 -2.348 4.387
H 6.248 -4.359 6.449
H 6.003 -1.919 7.484
H 6.858 -2.568 6.036
H 4.873 -0.830 5.768
H 3.838 -2.071 6.288
H 4.662 -3.304 4.472
O 0.388 0.759 -1.827
C -0.111 -0.138 -0.886
C 0.774 -0.314 0.368
O 2.034 -0.822 0.052
H -0.337 0.802 -2.455
H -1.048 0.287 -0.528
H -0.378 -1.128 -1.258
H 0.273 -0.827 1.188
H 0.973 0.661 0.811
H 2.479 -1.144 0.839
O 4.661 0.224 -3.000
C 5.392 1.354 -2.564
C 4.655 2.583 -3.105
O 3.656 2.999 -2.232
H 4.149 -0.064 -2.240
H 5.447 1.251 -1.480
H 6.398 1.315 -2.982
H 4.126 2.415 -4.043
H 5.330 3.434 -3.194
H 3.039 2.267 -2.170
C -0.184 2.070 6.307
O 0.825 1.968 5.300
H -0.609 3.064 6.171
H -0.954 1.299 6.269
H 0.260 2.026 7.301
H 1.423 2.717 5.352
C -3.792 -1.195 2.898
O -3.383 -2.333 2.114
H -3.041 -0.523 3.314
H -4.306 -0.441 2.300
H -4.513 -1.496 3.658
H -2.916 -2.924 2.709
C -0.050 -3.946 4.814
O -1.322 -4.554 4.737
H 0.697 -4.445 5.432
H 0.385 -3.790 3.827
H -0.181 -2.960 5.258
H -1.457 -4.910 5.618
C -0.334 6.513 -4.587
O 1.032 6.147 -4.845
H -0.361 7.239 -3.775
H -0.827 6.863 -5.494
H -0.887 5.612 -4.324
H 1.400 5.580 -4.164
*
```

LUMO level	0.2	eV
relative energy (zero: lowest compared OMol25 entry of this formula, charge and spin)	411.4	kJ/mol
Kohn-Sham gap	9.43	eV
SMILES	COC[C@H](C)N.COC[C@H](C)N.COC[C@H](C)N.COC[C@H](C)N.OCCO.OCCO.OCCO.OCCO.CO.CO.CO.CO
highest occupied orbital energy	-9.26	eV


Record 3
Entry from the OMol25 dataset: a cluster of 13 separate species, C28H87N21O13 in total at a distorted geometry (ωB97M-V/def2-TZVPD).

Structure (ORCA input):
```
! RIJCOSX wB97M-V def2-TZVPD def2/J DEFGRID3
* xyz 0 1
C 2.786 -3.152 -3.855
O 2.303 -4.299 -3.864
N 4.191 -2.900 -3.583
N 2.174 -2.050 -4.377
H 4.746 -3.687 -3.919
H 4.496 -2.051 -4.016
H 1.218 -2.072 -4.044
H 2.515 -1.158 -4.094
C 2.196 -3.538 0.514
O 2.167 -2.883 1.569
N 3.183 -3.316 -0.450
N 1.249 -4.479 0.317
H 3.194 -3.800 -1.349
H 3.799 -2.532 -0.222
H 1.432 -5.140 -0.440
H 0.615 -4.803 1.109
C -1.343 -2.941 -5.306
O -1.099 -2.009 -4.481
N -2.425 -2.916 -6.213
N -0.610 -4.113 -5.450
H -3.098 -2.177 -6.152
H -2.588 -3.770 -6.680
H 0.196 -4.397 -4.877
H -0.673 -4.762 -6.183
C -5.064 0.448 0.119
O -5.180 0.669 -1.081
N -5.642 1.292 1.017
N -4.367 -0.587 0.699
H -5.260 1.402 1.931
H -6.285 2.061 0.730
H -3.810 -1.134 0.110
H -4.095 -0.440 1.656
C 1.124 -0.838 4.154
O 0.349 -0.038 4.668
N 0.633 -2.077 3.814
N 2.426 -0.778 3.874
H -0.291 -2.402 4.128
H 1.274 -2.755 3.471
H 2.891 -1.605 3.498
H 3.020 0.047 3.963
C -3.052 1.053 4.090
O -4.174 1.432 3.866
N -1.973 1.712 4.576
N -2.784 -0.324 3.837
H -2.144 2.686 4.664
H -1.060 1.231 4.647
H -3.569 -0.859 4.197
H -1.854 -0.587 4.109
C -5.141 -1.099 -4.156
O -5.216 -1.324 -5.355
N -4.012 -0.914 -3.430
N -6.278 -0.927 -3.368
H -3.167 -0.916 -3.989
H -4.063 -0.637 -2.475
H -6.218 -0.895 -2.341
H -7.179 -1.148 -3.796
C 1.903 1.125 -3.981
O 3.005 0.735 -3.614
N 1.321 2.126 -3.316
N 1.261 0.627 -5.057
H 0.518 2.593 -3.669
H 1.830 2.430 -2.514
H 1.714 0.003 -5.698
H 0.264 0.689 -5.149
C 1.081 -0.193 -0.383
C -0.343 -0.291 -0.789
C -0.806 -1.747 -0.790
O -2.062 -1.839 -1.332
C -2.612 -3.141 -1.302
N -1.190 0.556 0.084
H 1.451 0.843 -0.612
H 1.737 -0.849 -0.996
H 1.334 -0.333 0.629
H -0.413 0.128 -1.771
H -0.829 -1.955 0.389
H -0.111 -2.429 -1.223
H -3.466 -3.133 -1.980
H -2.853 -3.430 -0.271
H -1.922 -3.848 -1.786
H -2.158 0.411 -0.231
H -1.198 0.202 1.026
C 6.392 2.122 2.037
C 4.943 2.186 1.520
C 4.746 1.021 0.455
O 5.733 1.203 -0.520
C 5.634 0.257 -1.560
N 3.982 1.959 2.635
H 6.642 2.893 2.790
H 7.160 2.172 1.270
H 6.471 1.221 2.638
H 4.835 3.072 0.884
H 3.727 1.237 0.029
H 4.862 0.001 0.934
H 4.631 0.219 -1.906
H 5.964 -0.712 -1.172
H 6.194 0.599 -2.439
H 2.997 1.824 2.321
H 3.962 2.839 3.184
C -3.030 5.387 -1.633
C -2.228 4.123 -1.427
C -0.797 4.114 -2.148
O -0.927 4.061 -3.578
C -0.974 5.386 -4.199
N -1.895 3.935 -0.013
H -2.591 6.118 -1.033
H -4.048 5.317 -1.399
H -3.012 5.798 -2.645
H -2.730 3.266 -1.770
H -0.364 3.165 -1.824
H -0.218 4.997 -1.803
H -0.441 6.069 -3.548
H -1.973 5.686 -4.431
H -0.336 5.413 -5.088
H -2.703 4.018 0.553
H -1.455 3.049 0.106
C -0.197 -8.070 4.121
C -0.271 -6.803 3.327
C -1.449 -5.927 3.714
O -1.388 -4.657 3.163
C -2.593 -3.926 3.251
N 1.004 -6.206 3.426
H -1.043 -8.719 4.039
H 0.011 -7.764 5.120
H 0.677 -8.703 3.778
H -0.493 -7.129 2.276
H -1.563 -5.871 4.788
H -2.306 -6.493 3.170
H -3.057 -4.119 4.215
H -3.335 -4.270 2.464
H -2.437 -2.800 3.108
H 1.109 -5.259 3.261
H 1.551 -6.424 4.297
C 1.255 6.280 0.791
C 1.800 5.195 1.663
C 1.171 5.290 3.011
O 1.486 6.597 3.514
C 0.443 6.992 4.357
N 1.586 3.829 1.184
H 0.181 6.046 0.786
H 1.571 6.185 -0.258
H 1.434 7.309 1.097
H 2.931 5.251 1.697
H 1.572 4.513 3.679
H 0.073 5.246 2.965
H -0.461 7.489 3.855
H 0.768 7.658 5.189
H 0.082 6.109 4.862
H 0.609 3.525 0.945
H 2.206 3.526 0.475
*
```

LUMO level	0.5	eV
relative energy (zero: lowest compared OMol25 entry of this formula, charge and spin)	220.7	kJ/mol
Kohn-Sham gap	9.34	eV
highest occupied orbital energy	-8.87	eV